Record 1
The following is a DFT calculation (wB97M-V/def2-TZVPD) of a molecular structure, CH3InNO2.

Positions of all 8 atoms, in Å:
In (0.33, -1.03, -3.51)
O (0.72, 0.52, -1.03)
O (1.28, 1.29, 0.91)
N (0.55, 0.58, 0.18)
C (-0.55, -0.24, 0.75)
H (-0.53, 0.08, 1.79)
H (-1.46, 0.11, 0.26)
H (-0.33, -1.30, 0.64)

Values from the calculation:
- orbital gap (alpha / beta) (eV) = 6.315 / 8.822
- spin multiplicity = 2
- ΔE to the lowest compared entry with this formula, charge and spin (kcal per mole) = 5.0
- charge = +4
- E (eV) = -11771.1338
- HOMO energy (alpha / beta) (eV) = -33.47 / -35.24

=====

Record 2
The following is a DFT calculation (wB97M-V/def2-TZVPD) of a single CH3N molecule.

Positions of all 5 atoms, in Å:
N (-0.05, -0.16, 0.95)
C (0.17, -0.10, -0.29)
H (0.74, -1.01, -0.73)
H (-0.11, 0.61, -1.11)
H (-0.75, 0.66, 1.18)

Values from the calculation:
- SMILES string = C=N
- orbital gap (eV) = 11.602
- spin multiplicity = 1
- ΔE to the lowest compared entry with this formula, charge and spin (kcal per mole) = 7.5
- E (eV) = -2574.5006
- HOMO energy (eV) = -10.37

=====

Record 3
The following is a DFT calculation (wB97M-V/def2-TZVPD) of a gas-phase ion, CH3N2O2 (charge -1).

Positions of all 8 atoms, in Å:
O (1.09, -1.11, -0.53)
O (2.44, 0.50, 0.00)
N (0.26, 0.69, 0.46)
N (1.26, 0.00, 0.02)
C (-0.97, 0.12, 0.05)
H (-1.80, 0.79, 0.35)
H (-1.27, -0.76, 0.62)
H (-1.02, -0.23, -0.96)

Values from the calculation:
- SMILES string = CN=[N+]([O-])[O-]
- orbital gap (eV) = 8.187
- spin multiplicity = 1
- ΔE to the lowest compared entry with this formula, charge and spin (kcal per mole) = 70.2
- charge = -1
- E (eV) = -8158.4717
- HOMO energy (eV) = -3.62

=====

Record 4
The following is a DFT calculation (wB97M-V/def2-TZVPD) of 2 unconnected molecules or ions with the total composition CH3N2O2.

Positions of all 8 atoms, in Å:
O (-2.00, 1.09, -0.16)
O (2.68, -0.32, -0.14)
N (-0.32, -0.39, -0.22)
N (1.89, 0.52, 0.39)
C (-1.59, -0.06, -0.02)
H (-0.07, -1.28, -0.01)
H (1.73, 1.34, -0.23)
H (-2.32, -0.91, 0.39)

Values from the calculation:
- orbital gap (alpha / beta) (eV) = 7.703 / 7.702
- spin multiplicity = 1
- ΔE to the lowest compared entry with this formula, charge and spin (kcal per mole) = 72.5
- charge = -1
- E (eV) = -8158.3721
- HOMO energy (alpha / beta) (eV) = -3.49 / -3.49

=====

Record 5
The following is a DFT calculation (wB97M-V/def2-TZVPD) of a gas-phase ion, CH3N2O2 (charge +1).

Positions of all 8 atoms, in Å:
O (-0.48, -1.43, -1.35)
O (-0.50, -1.63, -0.09)
N (-0.02, -0.74, 0.71)
N (0.10, 0.85, -0.92)
C (0.20, 0.60, 0.28)
H (-0.07, -0.83, 1.69)
H (0.45, 1.45, 0.94)
H (0.33, 1.73, -1.25)

Values from the calculation:
- orbital gap (alpha / beta) (eV) = 7.909 / 7.104
- spin multiplicity = 1
- ΔE to the lowest compared entry with this formula, charge and spin (kcal per mole) = 143.9
- charge = +1
- E (eV) = -8144.8949
- HOMO energy (alpha / beta) (eV) = -15.97 / -15.99

=====

Record 6
The following is a DFT calculation (wB97M-V/def2-TZVPD) of 2 unconnected molecules or ions with the total composition CH3N2O2S.

Positions of all 9 atoms, in Å:
S (-2.51, 0.14, 0.51)
O (-3.35, -1.04, 0.11)
O (-2.87, 1.31, -0.33)
N (0.61, 0.91, -0.05)
N (1.00, 0.86, 1.08)
C (-0.91, -0.46, -0.22)
H (-0.79, -0.80, -1.26)
H (-0.74, -1.17, 0.54)
H (1.69, 1.61, 1.21)

Values from the calculation:
- orbital gap (eV) = 7.604
- spin multiplicity = 1
- ΔE to the lowest compared entry with this formula, charge and spin (kcal per mole) = 88.2
- charge = -1
- E (eV) = -18993.4722
- HOMO energy (eV) = -3.33

=====

Record 7
The following is a DFT calculation (wB97M-V/def2-TZVPD) of 2 unconnected molecules or ions with the total composition CH3N2O2S.

Positions of all 9 atoms, in Å:
S (2.56, 0.02, -0.06)
O (3.14, -1.23, -0.07)
O (3.09, 1.30, -0.07)
N (0.96, -0.04, -0.02)
N (-2.54, 0.28, -0.39)
C (-3.55, 0.28, 0.16)
H (0.83, -1.06, 0.27)
H (0.07, 0.47, -0.20)
H (-4.56, -0.02, 0.37)

Values from the calculation:
- orbital gap (eV) = 9.986
- spin multiplicity = 1
- ΔE to the lowest compared entry with this formula, charge and spin (kcal per mole) = 64.4
- charge = +1
- E (eV) = -18984.7705
- HOMO energy (eV) = -16.34

=====

Record 8
The following is a DFT calculation (wB97M-V/def2-TZVPD) of 2 unconnected molecules or ions with the total composition CH3N2O3S.

Positions of all 10 atoms, in Å:
S (-1.12, 0.27, -1.80)
O (-0.63, -0.63, 1.49)
O (1.06, -2.10, 1.36)
O (-2.16, 0.40, -0.52)
N (1.20, -0.20, 0.13)
N (0.81, 0.90, -0.47)
C (0.43, -1.09, 1.14)
H (2.08, -0.57, -0.21)
H (-1.73, 0.15, 0.28)
H (0.01, 1.33, 0.01)

Values from the calculation:
- orbital gap (alpha / beta) (eV) = 7.691 / 7.104
- spin multiplicity = 1
- ΔE to the lowest compared entry with this formula, charge and spin (kcal per mole) = 44.6
- charge = -1
- E (eV) = -21043.1281
- HOMO energy (alpha / beta) (eV) = -3.89 / -3.63

=====

Record 9
The following is a DFT calculation (wB97M-V/def2-TZVPD) of a gas-phase ion, CH3N2O3S (charge -1).

Positions of all 10 atoms, in Å:
S (-1.19, 0.56, 0.47)
O (-1.52, 0.14, 1.82)
O (-0.82, 1.94, 0.31)
O (-2.03, 0.13, -0.64)
N (0.66, -0.97, -0.95)
N (1.43, 0.14, -0.49)
C (0.44, -0.31, 0.34)
H (1.16, -1.87, -1.01)
H (1.16, 1.10, -1.05)
H (0.70, -0.86, 1.19)

Values from the calculation:
- SMILES string = O=S(=O)([O-])C1NN1
- orbital gap (eV) = 9.180
- spin multiplicity = 1
- ΔE to the lowest compared entry with this formula, charge and spin (kcal per mole) = 51.5
- charge = -1
- E (eV) = -21042.8283
- HOMO energy (eV) = -5.00

=====

Record 10
The following is a DFT calculation (wB97M-V/def2-TZVPD) of a molecular structure, CH3N2O4S.

Positions of all 11 atoms, in Å:
S (-1.95, 0.02, 0.27)
O (0.40, 1.58, 0.39)
O (-2.00, 1.25, -0.59)
O (0.26, -2.19, 0.20)
O (-2.55, 0.29, 1.62)
N (1.78, -0.72, -0.62)
N (-0.09, -0.06, 0.61)
C (0.60, -1.04, -0.02)
H (-0.56, 1.73, 0.10)
H (2.21, -1.15, -1.43)
H (1.92, 0.30, -0.52)

Values from the calculation:
- orbital gap (alpha / beta) (eV) = 6.653 / 6.585
- spin multiplicity = 3
- ΔE to the lowest compared entry with this formula, charge and spin (kcal per mole) = 9.2
- charge = -1
- E (eV) = -23087.6260
- HOMO energy (alpha / beta) (eV) = -2.77 / -4.65

=====

Record 11
The following is a DFT calculation (wB97M-V/def2-TZVPD) of 2 unconnected molecules or ions with the total composition CH3N2OS.

Positions of all 8 atoms, in Å:
S (-2.16, -2.74, 1.25)
O (-0.10, -1.91, -1.07)
N (-1.20, -1.57, 0.75)
N (-0.96, -0.42, 1.10)
C (-0.18, 0.55, 0.81)
H (-0.12, -2.89, -1.11)
H (-0.13, 1.25, 1.60)
H (0.57, 0.58, 0.04)

Values from the calculation:
- orbital gap (alpha / beta) (eV) = 6.299 / 6.305
- spin multiplicity = 1
- ΔE to the lowest compared entry with this formula, charge and spin (kcal per mole) = 54.1
- charge = -1
- E (eV) = -16944.7402
- HOMO energy (alpha / beta) (eV) = -2.61 / -2.61

=====

Record 12
The following is a DFT calculation (wB97M-V/def2-TZVPD) of a single CH3N2PS molecule.

Positions of all 8 atoms, in Å:
S (-0.12, 0.81, -2.40)
P (-0.72, 1.29, -0.57)
N (-0.22, -0.82, 0.85)
N (-0.89, 0.24, 0.68)
C (1.01, -1.03, 0.78)
H (-2.06, 1.90, -0.52)
H (1.44, -2.16, 0.81)
H (1.57, -0.23, 0.36)

Values from the calculation:
- orbital gap (alpha / beta) (eV) = 8.137 / 6.695
- spin multiplicity = 3
- ΔE to the lowest compared entry with this formula, charge and spin (kcal per mole) = 0.0
- E (eV) = -24185.6254
- HOMO energy (alpha / beta) (eV) = -7.58 / -9.55

=====

Record 13
The following is a DFT calculation (wB97M-V/def2-TZVPD) of 2 unconnected molecules or ions with the total composition CH3N2S.

Positions of all 7 atoms, in Å:
S (-1.73, -1.08, -0.43)
N (0.09, 1.13, -0.06)
N (-0.01, -1.29, -0.55)
C (-0.34, -0.06, -0.29)
H (1.09, 1.33, -0.11)
H (1.43, -1.93, 1.31)
H (-0.53, 1.91, 0.12)

Values from the calculation:
- orbital gap (alpha / beta) (eV) = 6.862 / 10.296
- spin multiplicity = 1
- ΔE to the lowest compared entry with this formula, charge and spin (kcal per mole) = 77.3
- charge = +1
- E (eV) = -14888.3812
- HOMO energy (alpha / beta) (eV) = -14.73 / -15.66

=====

Record 14
The following is a DFT calculation (wB97M-V/def2-TZVPD) of a molecular structure, CH3N2S.

Positions of all 7 atoms, in Å:
S (1.97, -0.18, -0.11)
N (-0.80, -0.67, 0.13)
N (0.84, 1.16, 0.24)
C (0.32, -0.05, 0.16)
H (-0.93, -1.64, 0.06)
H (0.42, 1.83, -0.82)
H (-1.81, -0.46, 0.34)

Values from the calculation:
- orbital gap (eV) = 9.295
- spin multiplicity = 1
- ΔE to the lowest compared entry with this formula, charge and spin (kcal per mole) = 28.1
- charge = +1
- E (eV) = -14890.5148
- HOMO energy (eV) = -15.07

=====

Record 15
The following is a DFT calculation (wB97M-V/def2-TZVPD) of a gas-phase ion, CH3N2S (charge +1).

Positions of all 7 atoms, in Å:
S (-2.03, 0.66, 0.09)
N (-0.24, -0.24, 0.21)
N (1.06, 0.09, -0.29)
C (-1.47, -0.89, -0.21)
H (1.34, 0.00, -1.21)
H (1.49, 0.84, 0.21)
H (-0.16, -0.47, 1.20)

Values from the calculation:
- orbital gap (alpha / beta) (eV) = 7.919 / 7.918
- spin multiplicity = 1
- ΔE to the lowest compared entry with this formula, charge and spin (kcal per mole) = 94.0
- charge = +1
- E (eV) = -14887.6587
- HOMO energy (alpha / beta) (eV) = -15.26 / -15.26

=====

Record 16
The following is a DFT calculation (wB97M-V/def2-TZVPD) of a single CH3N3O molecule.

Positions of all 8 atoms, in Å:
O (2.33, 0.91, -0.79)
N (0.87, -0.24, 0.71)
N (0.04, 0.48, -1.00)
N (-0.49, -0.20, 0.17)
C (1.28, 0.47, -0.47)
H (-0.58, -1.22, -0.01)
H (0.83, 0.48, 1.45)
H (-0.34, 0.52, -1.96)

Values from the calculation:
- orbital gap (alpha / beta) (eV) = 4.669 / 7.434
- spin multiplicity = 3
- ΔE to the lowest compared entry with this formula, charge and spin (kcal per mole) = 99.8
- E (eV) = -7595.0929
- HOMO energy (alpha / beta) (eV) = -3.87 / -10.52

=====

Record 17
The following is a DFT calculation (wB97M-V/def2-TZVPD) of a single CH3N3O2S molecule.

Positions of all 10 atoms, in Å:
S (0.76, -1.74, -1.02)
O (2.47, -0.35, 0.80)
O (0.34, 0.17, 1.36)
N (1.74, -0.03, 1.67)
N (-1.30, 1.29, 0.12)
N (-0.35, -0.45, -0.93)
C (-0.42, 0.25, 0.14)
H (-1.64, 1.65, 0.88)
H (-1.97, 1.17, -0.62)
H (0.39, -1.96, -2.41)

Values from the calculation:
- SMILES string = N/C(=N/S)ON=O
- orbital gap (eV) = 7.896
- spin multiplicity = 1
- ΔE to the lowest compared entry with this formula, charge and spin (kcal per mole) = 85.2
- E (eV) = -20481.8863
- HOMO energy (eV) = -8.28

=====

Record 18
The following is a DFT calculation (wB97M-V/def2-TZVPD) of a single CH3N3O3 molecule.

Positions of all 10 atoms, in Å:
O (1.37, -0.23, -0.92)
O (-0.60, -1.57, 0.49)
O (0.19, 0.42, -0.83)
N (-1.78, 0.47, 0.47)
N (2.28, -0.13, 0.18)
N (-2.60, 0.94, -0.30)
C (-0.88, -0.48, 0.19)
H (1.98, -0.84, 0.84)
H (-3.14, 1.85, 0.05)
H (3.18, -0.43, -0.17)

Values from the calculation:
- orbital gap (alpha / beta) (eV) = 9.213 / 6.295
- spin multiplicity = 3
- ΔE to the lowest compared entry with this formula, charge and spin (kcal per mole) = 64.2
- E (eV) = -11689.2744
- HOMO energy (alpha / beta) (eV) = -8.47 / -9.02

=====

Record 19
The following is a DFT calculation (wB97M-V/def2-TZVPD) of a single CH3N3O4 molecule.

Positions of all 11 atoms, in Å:
O (-1.51, 2.02, -0.78)
O (-1.29, -2.13, -0.05)
O (-3.28, -1.29, 0.18)
O (-3.32, 1.20, 0.12)
N (-2.17, 1.21, -0.19)
N (-1.47, 0.01, 0.22)
N (-2.10, -1.23, 0.12)
C (-0.04, 0.04, 0.33)
H (0.36, 1.11, 0.18)
H (0.32, -0.56, -0.53)
H (0.13, -0.39, 1.29)

Values from the calculation:
- SMILES string = CN([N+](=O)[O-])[N+](=O)[O-]
- orbital gap (eV) = 10.995
- spin multiplicity = 1
- ΔE to the lowest compared entry with this formula, charge and spin (kcal per mole) = 80.5
- E (eV) = -13738.1440
- HOMO energy (eV) = -11.38

=====

Record 20
The following is a DFT calculation (wB97M-V/def2-TZVPD) of a single CH3N3S2 molecule.

Positions of all 9 atoms, in Å:
S (-1.61, -0.28, 0.46)
S (2.48, -0.32, -0.02)
N (-1.08, 1.19, -0.29)
N (0.93, 0.17, -0.02)
N (0.48, 1.31, -0.17)
C (0.04, -1.01, 0.06)
H (0.27, -1.62, 0.80)
H (0.02, -1.43, -1.00)
H (-1.53, 1.98, 0.19)

Values from the calculation:
- SMILES string = [S-][N+]1=NNSC1
- orbital gap (alpha / beta) (eV) = 8.252 / 8.254
- spin multiplicity = 1
- ΔE to the lowest compared entry with this formula, charge and spin (kcal per mole) = 46.2
- E (eV) = -27222.4618
- HOMO energy (alpha / beta) (eV) = -8.61 / -8.61